Record 1
{
  "formula": "CHO3PS",
  "method": "ωB97M-V with the def2-TZVPD basis set",
  "e_homo_ev": 0.986,
  "largest_force_ev_per_a": 3.69,
  "relative_energy_ev": 0.352,
  "lumo_ev": 5.970,
  "charge": -2,
  "homo_lumo_gap_ev": 5.0,
  "species": ["C", "O", "O", "O", "P", "S", "H"],
  "positions_angstrom": [[-0.0129, 1.3911, 0.0422], [0.2585, -1.5161, 1.3919], [1.0838, -1.3784, -1.0560], [-1.4659, -1.5951, -0.4831], [-0.0883, -1.2867, -0.0448], [0.6975, 2.6044, -0.7778], [-0.4727, 1.7808, 0.9277]],
  "mulliken_charge": [-0.46, -0.67, -0.69, -0.66, 0.81, -0.51, 0.17]
}

Record 2
{
  "formula": "C16H27ClIN2O7PS",
  "method": "ωB97M-V with the def2-TZVPD basis set",
  "smiles": "CCOCCOC[C@@](C#N)(C[C@H](C)I)[C@](C#N)(CCCCS(=O)(=O)Cl)P(=O)(O)O",
  "e_homo_ev": -9.689,
  "largest_force_ev_per_a": 3.33,
  "lumo_ev": -0.142,
  "charge": 0,
  "homo_lumo_gap_ev": 9.5,
  "species": ["C", "C", "O", "C", "C", "O", "C", "C", "C", "N", "C", "C", "C", "I", "C", "C", "N", "C", "C", "C", "C", "S", "O", "O", "Cl", "P", "O", "O", "O", "H", "H", "H", "H", "H", "H", "H", "H", "H", "H", "H", "H", "H", "H", "H", "H", "H", "H", "H", "H", "H", "H", "H", "H", "H", "H", "H"],
  "positions_angstrom": [[-3.0568, 0.7740, -3.5277], [-1.7937, 0.7556, -4.3903], [-0.9642, -0.3155, -3.9674], [0.3963, -0.1082, -4.2103], [1.1469, -0.9924, -3.2379], [1.3456, -0.2233, -2.0560], [1.9862, -0.9544, -1.0441], [1.2323, -0.8085, 0.3155], [-0.1174, -0.4122, -0.0517], [-1.2413, -0.2300, -0.3073], [1.2521, -2.2246, 0.9431], [0.0590, -3.0790, 0.5368], [-1.1641, -2.9262, 1.4550], [0.6763, -5.1701, 0.6368], [1.8747, 0.2480, 1.2675], [3.1819, -0.3124, 1.6235], [4.2360, -0.6889, 1.9797], [1.0505, 0.3476, 2.5906], [0.3448, 1.6757, 2.9084], [-1.0208, 1.8995, 2.2575], [-2.0518, 0.9106, 2.7736], [-3.6898, 1.4610, 2.2513], [-4.0200, 0.7326, 1.0755], [-3.7202, 2.8774, 2.1024], [-4.9440, 0.9827, 3.7962], [2.2247, 1.8699, 0.4916], [1.0464, 2.5935, 0.0643], [3.2434, 1.7065, -0.7302], [3.0574, 2.6430, 1.6253], [-2.9139, 0.1542, -2.6587], [-3.9130, 0.4463, -4.1035], [-3.2577, 1.7970, -3.2433], [-2.0443, 0.6487, -5.4439], [-1.2622, 1.6920, -4.2368], [0.7051, 0.9164, -4.0188], [0.6859, -0.4089, -5.2175], [2.1144, -1.2942, -3.6307], [0.4959, -1.8393, -3.0403], [1.9917, -2.0000, -1.3281], [3.0312, -0.6795, -0.9367], [1.3301, -2.2043, 2.0237], [2.1422, -2.7244, 0.5917], [-0.2052, -2.9436, -0.4974], [-1.9101, -2.3584, 0.9109], [-1.5940, -3.8663, 1.7492], [-0.9044, -2.3106, 2.3065], [1.7327, 0.1656, 3.4091], [0.3132, -0.4374, 2.6645], [0.9612, 2.5517, 2.7720], [0.1285, 1.6332, 3.9731], [-1.3335, 2.8780, 2.6032], [-0.9825, 1.9668, 1.1810], [-1.9195, -0.0529, 2.2981], [-2.0171, 0.8085, 3.8486], [4.1418, 1.5182, -0.4348], [3.9131, 2.9112, 1.2871]],
  "mulliken_charge": [-0.99, -0.24, -0.31, -0.76, -0.63, -0.09, -1.68, 2.01, -1.61, -0.32, -1.78, -0.41, -0.78, 0.09, 2.56, -0.28, -0.70, -0.78, -1.34, -0.79, -0.27, 1.07, -0.50, -0.56, -0.24, 0.49, -0.71, -0.61, -0.54, 0.22, 0.32, 0.29, 0.29, 0.29, 0.38, 0.37, 0.44, 0.32, 0.77, 0.47, 0.51, 0.85, 0.45, 0.27, 0.47, 0.18, 0.44, 0.15, 0.29, 0.70, 0.72, 0.30, -0.22, 0.70, 0.40, 0.34]
}

Record 3
{
  "formula": "C2H7N4S",
  "method": "ωB97M-V with the def2-TZVPD basis set",
  "e_homo_ev": [-13.996, -13.997],
  "largest_force_ev_per_a": 5.41,
  "relative_energy_ev": 3.291,
  "lumo_ev": [-5.768, -5.769],
  "charge": 1,
  "homo_lumo_gap_ev": [8.2, 8.2],
  "species": ["C", "C", "N", "N", "N", "N", "S", "H", "H", "H", "H", "H", "H", "H"],
  "positions_angstrom": [[-0.8449, -0.7872, 1.0389], [1.2438, -0.9043, 0.7817], [0.0707, -1.6130, 1.2632], [-0.4872, 0.3938, 0.5574], [-1.3429, 0.3011, -1.3561], [0.7554, 0.3489, 0.2985], [1.6941, 1.5859, -0.3699], [-1.8768, -0.8351, 1.3363], [2.0008, -0.6158, 1.4511], [1.7311, -1.4717, -0.0371], [-1.7717, -0.5506, -1.8865], [-1.7283, 1.2004, -1.4300], [-0.3022, 0.3980, -1.6866], [0.8581, 2.5498, 0.0391]],
  "mulliken_charge": [0.07, -0.37, -0.34, -0.25, -0.62, 0.29, -0.03, 0.43, 0.36, 0.33, 0.31, 0.26, 0.32, 0.24]
}